Record 1
{"formula": "C49H50CoN4OPTe", "method": "ωB97M-V/def2-TZVPD", "gap_ev": [7.390, 7.371], "charge": 0, "spin_multiplicity": 3, "homo_ev": [-7.04, -7.01], "relative_energy_kcal_mol": 0.00, "s2": 2.0218, "elements": ["Co", "N", "C", "C", "C", "C", "C", "C", "C", "C", "C", "C", "C", "C", "H", "H", "H", "H", "H", "H", "H", "H", "H", "H", "N", "P", "C", "C", "C", "C", "C", "C", "C", "C", "C", "C", "C", "C", "C", "C", "C", "C", "C", "N", "H", "H", "H", "H", "H", "H", "H", "H", "H", "H", "H", "H", "H", "H", "H", "C", "C", "O", "N", "Te", "C", "C", "C", "C", "C", "C", "C", "C", "C", "C", "C", "C", "C", "C", "C", "C", "C", "C", "H", "H", "H", "H", "H", "H", "H", "H", "H", "H", "H", "H", "H", "H", "H", "H", "H", "H", "H", "H", "H", "H", "H", "H", "H"], "positions_angstrom": [[-0.488, 0.133, -0.297], [1.739, -0.187, 2.085], [2.823, -0.688, 1.377], [4.092, -0.158, 1.625], [5.226, -0.704, 1.053], [5.111, -1.796, 0.207], [3.853, -2.318, -0.052], [2.687, -1.789, 0.508], [1.385, -2.437, 0.130], [1.350, -3.835, 0.205], [0.273, -4.571, -0.263], [-0.767, -3.909, -0.889], [-0.733, -2.522, -0.950], [0.279, -1.720, -0.396], [1.853, 0.744, 2.451], [0.850, -0.369, 1.657], [4.181, 0.691, 2.298], [6.201, -0.284, 1.273], [5.989, -2.233, -0.252], [3.758, -3.149, -0.740], [2.184, -4.358, 0.660], [0.265, -5.650, -0.170], [-1.597, -4.459, -1.321], [-2.745, -2.032, -1.228], [-0.934, 3.082, -0.780], [0.472, 2.081, -0.939], [0.785, 2.209, -2.730], [0.516, 1.066, -3.481], [0.594, 1.101, -4.867], [0.946, 2.280, -5.506], [1.226, 3.422, -4.760], [1.149, 3.389, -3.377], [1.690, 3.222, -0.215], [1.359, 4.071, 0.840], [2.344, 4.812, 1.480], [3.668, 4.705, 1.080], [4.007, 3.855, 0.035], [3.027, 3.109, -0.601], [-2.189, 2.555, -0.625], [-3.321, 3.375, -0.751], [-4.568, 2.828, -0.574], [-4.675, 1.476, -0.250], [-3.515, 0.753, -0.110], [-2.285, 1.251, -0.312], [-0.890, 4.033, -1.115], [0.257, 0.142, -2.976], [0.381, 0.200, -5.429], [1.009, 2.315, -6.586], [1.503, 4.342, -5.261], [1.383, 4.280, -2.803], [0.326, 4.156, 1.157], [2.076, 5.470, 2.297], [4.435, 5.279, 1.585], [5.039, 3.770, -0.280], [3.295, 2.436, -1.408], [-3.195, 4.426, -0.981], [-5.453, 3.444, -0.675], [-5.635, 1.006, -0.094], [-3.558, -0.284, 0.200], [-3.175, -1.191, -3.532], [-1.835, -1.643, -2.986], [-0.851, -1.755, -3.687], [-1.833, -1.864, -1.626], [-1.855, -1.409, 2.528], [-2.616, -2.641, 4.097], [-2.632, -2.197, 5.426], [-2.016, -0.893, 5.865], [-3.232, -3.006, 6.391], [-3.784, -4.239, 6.078], [-4.459, -5.082, 7.128], [-3.697, -4.683, 4.763], [-3.119, -3.907, 3.768], [-3.050, -4.444, 2.360], [-3.031, 0.309, 2.981], [-2.396, 1.557, 3.077], [-0.907, 1.715, 2.907], [-3.166, 2.697, 3.290], [-4.546, 2.636, 3.421], [-5.369, 3.877, 3.652], [-5.154, 1.391, 3.328], [-4.427, 0.226, 3.100], [-5.187, -1.070, 2.977], [-3.038, -0.830, -4.547], [-3.600, -0.395, -2.915], [-3.879, -2.026, -3.549], [-1.067, -0.727, 5.352], [-1.836, -0.901, 6.940], [-2.667, -0.047, 5.636], [-3.261, -2.657, 7.418], [-4.316, -4.660, 8.123], [-4.065, -6.100, 7.127], [-5.532, -5.143, 6.937], [-4.093, -5.661, 4.508], [-3.453, -5.455, 2.309], [-2.021, -4.466, 1.994], [-3.617, -3.810, 1.673], [-0.640, 1.595, 1.849], [-0.351, 0.962, 3.468], [-0.578, 2.707, 3.222], [-2.665, 3.659, 3.360], [-4.778, 4.777, 3.482], [-5.746, 3.905, 4.677], [-6.235, 3.895, 2.987], [-6.235, 1.321, 3.420], [-6.236, -0.878, 2.749], [-5.139, -1.644, 3.904], [-4.765, -1.698, 2.189]], "forces_ev_per_a": [[0.1, 0.1, -0.2], [0.2, -0.1, 0.0], [0.1, -0.2, 0.0], [0.0, 0.0, 0.0], [0.0, 0.0, 0.0], [0.0, 0.0, 0.0], [-0.1, 0.1, -0.1], [-0.1, 0.1, 0.0], [-0.1, 0.0, -0.1], [0.1, 0.1, 0.2], [0.0, 0.0, 0.0], [0.0, 0.0, 0.0], [0.3, -0.1, 0.1], [0.0, -0.3, 0.1], [-0.1, 0.1, -0.1], [-0.3, 0.0, 0.0], [0.0, 0.0, 0.0], [0.0, 0.0, 0.0], [0.0, 0.0, 0.0], [0.0, 0.0, 0.0], [0.0, 0.0, 0.0], [0.0, 0.0, 0.0], [0.0, 0.0, 0.0], [0.0, 0.1, 0.0], [0.2, 0.1, -0.1], [-0.5, 0.2, -0.2], [0.1, -0.1, 0.0], [0.1, 0.1, 0.1], [0.0, 0.0, 0.0], [0.0, 0.0, 0.1], [0.0, 0.1, 0.0], [0.0, 0.0, 0.0], [0.2, -0.2, 0.2], [0.0, 0.0, -0.1], [0.0, 0.0, 0.0], [0.0, 0.0, 0.0], [0.0, 0.0, 0.0], [-0.1, 0.0, -0.1], [0.0, -0.1, 0.2], [0.0, 0.1, 0.0], [0.1, -0.1, 0.0], [-0.1, 0.1, 0.0], [0.0, -0.1, 0.0], [0.1, 0.4, 0.0], [-0.1, 0.0, 0.0], [0.1, 0.0, 0.0], [0.0, 0.0, 0.0], [0.0, 0.0, 0.0], [0.0, 0.0, 0.0], [0.0, 0.0, 0.0], [0.0, 0.0, 0.0], [0.0, 0.0, 0.0], [0.0, 0.0, 0.0], [0.0, 0.0, 0.0], [0.0, 0.0, 0.0], [0.0, 0.0, 0.0], [0.0, 0.0, 0.0], [0.0, 0.0, 0.1], [0.1, 0.0, -0.1], [0.0, 0.0, 0.0], [-0.1, 0.0, 0.1], [0.0, 0.0, 0.0], [-0.1, -0.1, 0.0], [-0.2, 0.0, 0.2], [0.1, 0.1, 0.0], [0.1, 0.0, 0.0], [-0.1, -0.1, -0.1], [0.0, 0.0, 0.0], [0.0, 0.0, 0.0], [0.0, 0.0, -0.1], [0.0, 0.0, 0.0], [0.0, 0.0, -0.1], [0.0, 0.0, 0.1], [0.0, 0.0, 0.0], [0.1, -0.1, 0.0], [-0.1, 0.0, 0.0], [0.0, 0.0, 0.0], [0.0, 0.0, 0.0], [0.0, -0.1, 0.0], [0.0, 0.0, 0.0], [0.0, 0.0, 0.0], [0.1, 0.1, 0.0], [0.0, 0.0, 0.0], [0.0, 0.0, 0.0], [0.0, 0.0, 0.0], [0.0, 0.0, 0.0], [0.0, 0.0, 0.0], [0.0, 0.0, 0.0], [0.0, 0.0, 0.0], [0.0, 0.0, 0.0], [0.0, 0.0, 0.0], [0.0, 0.0, 0.0], [0.0, 0.0, 0.0], [0.0, 0.0, 0.0], [0.0, 0.0, 0.0], [0.0, 0.0, 0.0], [0.1, 0.0, 0.0], [0.0, 0.0, 0.0], [0.0, 0.0, 0.0], [0.0, 0.0, 0.0], [0.0, 0.0, 0.0], [0.0, 0.0, 0.0], [0.0, 0.0, 0.0], [0.0, 0.0, 0.0], [0.0, 0.0, 0.0], [0.0, 0.0, 0.0], [0.0, 0.0, 0.0]]}

---

Record 2
{"formula": "C49H50NP2PdS5Sb2", "method": "ωB97M-V/def2-TZVPD", "gap_ev": 5.523, "charge": -1, "homo_ev": -4.17, "relative_energy_kcal_mol": 36.89, "elements": ["Pd", "S", "Sb", "S", "S", "S", "C", "S", "C", "C", "C", "N", "P", "C", "C", "C", "C", "C", "C", "C", "C", "C", "C", "C", "C", "P", "C", "C", "C", "C", "C", "C", "C", "C", "C", "C", "C", "C", "H", "H", "H", "H", "H", "H", "H", "H", "H", "H", "H", "H", "H", "H", "H", "H", "H", "H", "H", "H", "H", "H", "H", "H", "H", "H", "H", "H", "H", "C", "C", "C", "C", "C", "C", "C", "Sb", "C", "C", "C", "C", "C", "C", "C", "C", "C", "C", "C", "C", "C", "C", "H", "H", "H", "H", "H", "H", "H", "H", "H", "H", "H", "H", "H", "H", "H", "H", "H", "H", "H", "H", "H"], "positions_angstrom": [[-1.352, 0.278, 0.148], [-4.854, 0.242, 2.813], [-4.020, 0.650, 0.724], [-3.007, -1.481, 0.048], [-2.406, 2.437, 1.015], [-5.324, 1.282, -1.037], [4.570, 0.703, 5.302], [4.782, -0.882, 4.464], [3.182, -1.675, 4.812], [2.189, -1.594, 3.659], [1.722, -0.165, 3.431], [0.758, 0.014, 2.340], [-0.936, -0.239, 2.439], [-1.340, 0.415, 4.094], [-1.738, 1.741, 4.264], [-1.851, 2.275, 5.541], [-1.565, 1.502, 6.656], [-1.185, 0.176, 6.496], [-1.073, -0.365, 5.223], [-1.171, -2.045, 2.656], [-2.289, -2.523, 3.330], [-2.575, -3.886, 3.329], [-1.757, -4.770, 2.647], [-0.657, -4.289, 1.941], [-0.381, -2.935, 1.935], [1.157, 0.452, 0.734], [2.955, 0.095, 0.643], [3.951, 1.041, 0.875], [5.290, 0.691, 0.755], [5.648, -0.600, 0.392], [4.665, -1.546, 0.138], [3.328, -1.194, 0.252], [1.171, 2.293, 0.787], [1.048, 3.007, -0.402], [1.007, 4.393, -0.393], [1.085, 5.081, 0.812], [1.205, 4.376, 2.002], [1.247, 2.987, 1.988], [5.510, 1.243, 5.196], [4.368, 0.554, 6.363], [3.773, 1.296, 4.855], [2.774, -1.213, 5.714], [3.407, -2.716, 5.044], [1.331, -2.234, 3.872], [2.658, -1.974, 2.748], [2.589, 0.459, 3.204], [1.274, 0.215, 4.354], [-1.975, 2.330, 3.388], [-2.170, 3.303, 5.660], [-1.643, 1.927, 7.650], [-0.973, -0.440, 7.361], [-0.778, -1.400, 5.110], [-2.971, -1.828, 3.807], [-3.460, -4.244, 3.839], [-1.987, -5.829, 2.638], [-0.035, -4.971, 1.373], [0.446, -2.557, 1.342], [3.681, 2.052, 1.154], [6.055, 1.433, 0.946], [6.694, -0.866, 0.302], [4.937, -2.551, -0.158], [2.558, -1.925, 0.026], [0.966, 2.487, -1.350], [0.877, 4.930, -1.325], [1.032, 6.162, 0.824], [1.242, 4.906, 2.946], [1.297, 2.442, 2.923], [-0.234, -2.313, -5.236], [0.816, -1.633, -4.386], [2.142, -1.854, -4.770], [3.217, -1.272, -4.120], [2.981, -0.426, -3.050], [1.673, -0.208, -2.647], [0.577, -0.794, -3.277], [-1.301, -0.166, -2.389], [-2.730, -1.447, -3.286], [-2.546, -2.781, -2.920], [-3.383, -3.779, -3.383], [-4.428, -3.436, -4.231], [-4.623, -2.111, -4.580], [-3.795, -1.084, -4.111], [-4.126, 0.335, -4.488], [-1.488, 1.763, -3.336], [-2.117, 2.697, -2.518], [-2.350, 3.998, -2.957], [-1.926, 4.377, -4.218], [-1.269, 3.456, -5.029], [-1.043, 2.148, -4.615], [-0.346, 1.209, -5.567], [0.097, -2.329, -6.275], [-1.204, -1.829, -5.193], [-0.386, -3.347, -4.917], [2.323, -2.499, -5.623], [4.228, -1.474, -4.452], [3.797, 0.056, -2.526], [1.506, 0.456, -1.812], [-1.739, -3.048, -2.244], [-3.234, -4.805, -3.071], [-5.097, -4.199, -4.610], [-5.453, -1.846, -5.226], [-4.946, 0.348, -5.206], [-3.278, 0.856, -4.929], [-4.440, 0.890, -3.599], [-2.427, 2.442, -1.511], [-2.862, 4.688, -2.299], [-2.106, 5.382, -4.581], [-0.933, 3.755, -6.017], [-0.290, 1.652, -6.562], [-0.879, 0.258, -5.652], [0.670, 0.982, -5.239]], "forces_ev_per_a": [[1.2, -1.2, 0.5], [0.1, -0.1, 0.0], [-1.2, 0.6, 0.3], [0.3, 0.3, 0.1], [0.1, -0.1, -0.5], [0.1, -0.1, 0.0], [0.0, 0.0, 0.0], [0.0, 0.0, 0.0], [0.0, 0.0, -0.1], [0.0, 0.0, 0.0], [-0.1, 0.3, -0.1], [0.1, -0.4, 0.0], [0.0, -0.8, -0.1], [0.1, 0.2, 0.0], [0.0, -0.1, 0.1], [0.0, 0.0, 0.0], [0.0, 0.0, 0.0], [0.0, 0.0, 0.0], [0.0, 0.0, 0.0], [-0.1, 0.2, 0.0], [-0.1, -0.1, 0.0], [0.0, 0.1, 0.0], [0.1, 0.0, -0.1], [-0.1, 0.0, 0.0], [0.1, 0.0, 0.1], [-0.5, 1.1, 0.3], [-0.1, -0.3, -0.3], [0.0, 0.0, 0.0], [0.0, 0.0, 0.0], [0.0, 0.0, 0.0], [0.0, 0.0, 0.0], [0.0, 0.0, 0.1], [0.3, -0.1, 0.0], [0.1, 0.0, 0.0], [0.0, 0.0, 0.1], [0.0, -0.1, 0.0], [0.0, 0.0, 0.0], [-0.1, 0.1, 0.1], [0.0, 0.0, 0.0], [0.0, 0.0, 0.0], [0.0, 0.0, 0.0], [0.0, -0.1, 0.0], [0.0, 0.0, 0.0], [0.0, 0.0, 0.0], [0.0, 0.0, 0.0], [0.0, 0.0, 0.0], [0.0, 0.1, 0.0], [0.0, 0.0, 0.0], [0.0, 0.0, 0.0], [0.0, 0.0, 0.0], [0.0, 0.0, 0.0], [0.0, 0.0, 0.0], [0.0, 0.0, 0.0], [0.0, 0.0, 0.0], [0.0, 0.0, 0.0], [0.0, 0.0, 0.0], [0.0, 0.0, 0.0], [0.0, 0.0, 0.0], [0.0, 0.0, 0.0], [0.0, 0.0, 0.0], [0.0, 0.0, 0.0], [0.0, 0.0, 0.0], [-0.1, 0.0, 0.0], [0.0, 0.0, 0.0], [0.0, 0.0, 0.0], [0.0, 0.0, 0.0], [0.0, 0.0, 0.0], [0.0, 0.1, 0.1], [0.0, 0.0, 0.1], [-0.1, 0.0, 0.0], [0.0, 0.0, 0.0], [0.0, 0.0, 0.0], [0.0, 0.0, -0.1], [0.0, -0.3, 0.0], [-0.4, 0.9, -0.5], [0.1, -0.2, 0.0], [0.0, 0.0, 0.0], [0.0, 0.0, -0.1], [0.1, 0.0, 0.0], [0.0, 0.0, 0.0], [-0.1, -0.1, -0.1], [0.0, -0.1, 0.0], [0.2, 0.0, 0.0], [0.0, 0.1, -0.1], [0.0, -0.1, 0.0], [0.0, -0.1, 0.0], [0.0, 0.0, 0.1], [0.0, 0.0, 0.0], [-0.1, 0.0, 0.1], [0.0, 0.0, 0.0], [0.0, 0.0, 0.0], [0.0, 0.0, 0.0], [0.0, 0.0, 0.0], [0.0, 0.0, 0.0], [0.0, 0.0, 0.0], [0.0, 0.0, 0.0], [0.0, 0.0, 0.0], [0.0, 0.0, 0.0], [0.0, 0.0, 0.0], [0.0, 0.0, 0.0], [0.0, 0.0, 0.0], [0.0, 0.0, 0.0], [0.0, 0.0, 0.0], [-0.1, 0.0, 0.0], [0.0, 0.0, 0.0], [0.0, 0.0, 0.0], [0.0, 0.0, 0.0], [0.0, 0.0, 0.0], [0.0, 0.1, 0.0], [0.0, 0.0, 0.0]]}